# 1
C6H6N4 | ωB97M-V/def2-TZVPD

Structure (XYZ):
```
16
Properties=species:S:1:pos:R:3:forces:R:3:mulliken_charge:R:1
C -0.586508 0.331234 0.828882 -1.60 -2.12 3.66 -1.222
C 1.130933 -1.851056 0.697645 -0.87 -0.09 0.81 -0.740
C -1.027806 0.885849 -0.250258 -2.95 2.34 -1.00 0.220
C 0.834964 -2.117285 -0.588028 -0.96 -2.68 -0.37 -0.425
C 0.683384 -0.385169 0.677406 0.07 0.08 -0.95 1.580
C 0.722199 -0.730181 -0.791865 2.48 2.84 -0.84 0.287
N 1.625427 0.706034 0.773403 1.67 -0.38 -2.31 -0.344
N 1.928655 1.011710 -0.431079 0.03 0.74 1.23 -0.220
N 1.352562 0.205399 -1.463792 0.25 -1.46 0.65 -0.456
N -2.042435 1.777004 -0.150931 -2.83 1.75 0.76 -0.438
H -1.222783 0.556642 1.755796 1.69 -0.54 -0.93 0.091
H 1.531207 -2.383678 1.534169 0.35 -0.43 0.12 0.399
H -0.756198 0.748475 -1.248173 0.71 -0.09 -0.99 0.502
H 0.696292 -3.010307 -1.247337 0.57 0.97 0.84 0.376
H -2.327154 2.476293 -0.875708 0.56 -1.48 1.22 0.215
H -2.542742 1.779039 0.779872 0.81 0.56 -1.90 0.176
```
Forces are in eV/Å.

The HOMO energy comes out at -0.2989 Eh. The total charge is 0. As for the gap between HOMO and LUMO: 0.295 hartree.



# 2
C2H3N2OP | ωB97M-V/def2-TZVPD

Structure (XYZ):
```
9
Properties=species:S:1:pos:R:3:forces:R:3:mulliken_charge:R:1
C 0.401270 1.069769 -0.136936 1.30 0.96 -0.80 -0.292
C 1.079397 1.996248 -0.499480 -0.48 -0.32 -0.44 -0.146
N 0.046644 0.126855 0.656000 -1.22 -1.78 2.65 -0.590
N -0.552908 -0.952437 0.309328 0.05 0.92 -1.21 0.758
O -0.914588 -1.678720 1.369817 1.24 1.29 3.58 -0.513
P -0.960120 -1.561428 -1.201365 -1.14 -2.18 1.00 -0.059
H -0.388084 -0.486540 -1.689125 1.12 2.12 -1.48 0.004
H 1.792172 2.562999 -0.995176 0.54 0.98 -0.51 0.391
H -0.503782 -1.076746 2.186936 -1.41 -1.99 -2.79 0.447
```
Forces are in eV/Å.

The HOMO energy (spin up / spin down) comes out at -0.2938 / -0.2938 Eh. The total charge is 0. As for the gap between HOMO and LUMO (spin up / spin down): 0.267 / 0.267 hartree.



# 3
C5H12NP | ωB97M-V/def2-TZVPD

Structure (XYZ):
```
19
Properties=species:S:1:pos:R:3:forces:R:3:mulliken_charge:R:1
C 3.882133 0.190237 -0.207885 0.89 2.18 2.32 -0.117
C 3.145604 -0.949168 0.368366 -1.52 2.45 1.74 -0.421
C -3.027462 -0.872862 -0.153184 -2.43 0.98 0.41 -1.067
C -1.745450 -0.094408 -0.450374 1.15 0.70 -2.38 -0.277
C -0.982995 0.563999 0.717059 0.30 2.48 -1.95 -0.784
N 2.700782 -0.202184 -0.777545 -2.89 -0.69 -1.37 -0.314
P 0.443982 1.847453 0.319151 -0.98 -1.23 -1.66 -0.017
H 3.932970 1.218101 0.321954 0.11 -1.78 -0.99 0.194
H 4.617696 -0.070840 -0.909188 1.77 0.09 -0.50 0.262
H 3.426190 -1.938640 0.367952 0.77 -2.07 -0.67 0.280
H 2.469978 -0.731476 1.227801 0.72 -0.08 -0.45 0.106
H -3.533827 -0.950625 -1.142533 0.49 -0.95 0.57 0.322
H -2.880227 -1.827965 0.394878 -0.15 0.52 -0.65 0.287
H -3.949155 -0.303110 0.393641 2.67 -0.82 -0.67 0.245
H -1.006618 -0.711679 -1.141134 -1.31 0.65 1.83 0.279
H -2.019217 0.668926 -1.271636 0.29 -0.52 1.62 0.279
H -1.574383 1.289376 1.282941 -0.51 -0.70 0.31 0.346
H -0.443984 -0.083360 1.327623 0.32 -1.49 1.38 0.356
H 0.228145 1.762054 -1.145457 0.32 0.27 1.11 0.040
```
Forces are in eV/Å.

The HOMO energy (spin up / spin down) comes out at -0.3518 / -0.2972 Eh. The total charge is 0. As for the gap between HOMO and LUMO (spin up / spin down): 0.332 / 0.289 hartree.



# 4
C2H2CoLiO2 | ωB97M-V/def2-TZVPD

Structure (XYZ):
```
8
Properties=species:S:1:pos:R:3:forces:R:3:lowdin_spin:R:1
C -0.302347 -0.186312 0.606295 2.24 -1.25 1.39 0.190
C 0.949048 -0.065017 -0.012722 0.47 0.75 -5.78 0.091
O 1.107117 0.702412 -1.044787 -0.07 -1.10 2.44 0.153
O -1.367191 0.548348 0.115054 0.63 0.48 1.27 0.209
H 1.692642 -0.867009 0.164145 0.06 0.75 0.47 0.003
Co -1.862223 -1.200924 -0.177096 -0.14 -0.81 0.03 2.342
Li -0.515599 1.614574 -1.233024 0.22 0.20 0.01 0.002
H 0.298553 -0.546072 1.582132 -3.42 0.98 0.18 0.010
```
Forces are in eV/Å.

Its multiplicity is 4. Its expectation value of S² is 3.7776. The HOMO energy (spin up / spin down) comes out at -0.4735 / -0.5254 Eh. The total charge is +1. As for the gap between HOMO and LUMO (spin up / spin down): 0.257 / 0.306 hartree.



# 5
C2H8N2O | ωB97M-V/def2-TZVPD

Structure (XYZ):
```
13
Properties=species:S:1:pos:R:3:forces:R:3:mulliken_charge:R:1
C -1.795990 0.409032 0.413232 0.81 0.90 -0.13 -0.472
O -0.994277 1.395730 1.020028 -0.05 1.19 0.69 -0.537
H -1.708076 -0.464106 1.058492 -0.59 -0.48 -0.53 0.219
H -1.499830 0.252895 -0.631058 0.11 -0.50 0.16 0.181
H -2.789072 0.856543 0.348461 -0.18 -0.47 0.34 0.250
N 1.514034 0.797566 -0.493704 -0.24 0.04 -0.53 -0.744
C 1.170107 -0.403287 -0.740882 0.52 -0.69 0.52 0.019
N 1.204755 -1.372473 0.218681 -0.33 0.54 -0.22 -0.347
H -0.058817 1.435646 0.780676 -0.14 -0.62 -0.50 0.379
H 1.456764 1.308273 -1.371369 -0.08 0.32 0.22 0.210
H 0.846214 -0.796184 -1.703106 0.09 0.14 -0.22 0.403
H 1.213350 -2.334388 -0.052316 -0.10 -0.13 0.19 0.196
H 1.440836 -1.085246 1.152865 0.18 -0.23 0.03 0.244
```
Forces are in eV/Å.

Its structure (SMILES) is [H]/N=C/N.CO. The HOMO energy comes out at -0.3549 Eh. The total charge is 0. As for the gap between HOMO and LUMO: 0.386 hartree.



# 6
C3H10S | ωB97M-V/def2-TZVPD

Structure (XYZ):
```
14
Properties=species:S:1:pos:R:3:forces:R:3:mulliken_charge:R:1
C -1.433970 -0.091883 -4.229629 1.13 -1.10 1.01 -0.941
H -0.565901 0.556109 -4.044967 -0.97 0.89 -0.14 0.243
H -1.251429 -0.806804 -3.405551 -0.15 -0.40 -0.67 0.233
H -2.472605 0.201822 -4.053292 0.52 0.77 -0.48 0.232
H -1.222997 -0.539318 -5.206308 -0.53 -0.16 0.28 0.233
C 0.627221 1.575043 1.577737 -2.69 -0.77 -0.86 -0.713
S 1.404740 0.271163 2.580242 3.08 1.28 1.74 -0.125
C 0.948639 -1.437628 3.106337 -1.43 0.79 -1.03 -0.668
H -0.407308 1.853704 1.845238 0.43 0.01 0.67 0.279
H 1.220823 2.538706 1.587950 -0.15 -1.75 -0.10 0.243
H 0.398290 1.070687 0.627873 0.84 0.99 -0.41 0.229
H 1.260200 -2.079756 2.298716 -0.39 -0.48 -0.15 0.253
H -0.117224 -1.495947 3.366684 0.49 -0.43 0.00 0.267
H 1.611521 -1.615898 3.948970 -0.18 0.36 0.12 0.233
```
Forces are in eV/Å.

Its structure (SMILES) is CSC.C. The HOMO energy comes out at -0.3020 Eh. The total charge is 0. As for the gap between HOMO and LUMO: 0.328 hartree.



ΔE to the lowest compared entry with this formula, charge and spin
In order: 165.3; 137.9; 122.6; 30.1; 36.1; 41.5
Unit: kcal per mole